(1)
The following is a DFT calculation (wB97M-V/def2-TZVPD) of a molecular structure, C31H27BrN4PS2Sn at a distorted geometry.

Output
Frontier orbital gap (spin up / spin down) = 5.79 / 3.79 eV
Electronic energy = -145352.256 eV
Charge = +3
Max |F| = 3.56 eV Å⁻¹
Spin multiplicity = 1
E_LUMO (spin up / spin down) = -10.4 / -12.4 eV
Relative energy (zero: lowest compared OMol25 entry of this formula, charge and spin) = 0.0 kJ/mol

The geometry in XYZ format:
```
67
C31H27BrN4PS2Sn, DFT wB97M-V/def2-TZVPD
Sn -0.336 0.583 -2.040
Br -1.278 -5.578 -1.257
S -5.245 0.722 -3.777
S -2.180 5.197 -0.511
P 1.243 0.073 1.300
N 0.876 0.336 -0.211
N -2.934 0.805 -2.670
N 0.051 -1.957 -2.678
N -1.505 2.862 -1.337
C -1.129 3.089 3.799
C -3.706 0.017 -3.364
C -1.005 1.488 2.019
C 3.692 1.314 1.047
C -1.739 2.391 2.767
C 0.958 1.978 3.349
C -3.339 4.258 -1.315
C -0.587 -3.249 2.865
C 5.093 -0.560 2.557
C -3.343 -1.354 -3.773
C 0.184 -4.594 -3.550
C 5.749 0.523 1.993
C 3.044 0.216 1.604
C 0.692 -2.272 -3.804
C 0.019 -4.257 2.135
C 1.314 -2.635 0.935
C 0.210 2.884 4.087
C -0.458 -4.262 -2.360
C 0.719 -1.635 1.699
C -1.021 3.904 -0.719
C 3.731 -0.734 2.348
C 5.052 1.468 1.257
C -0.252 -1.920 2.643
C -4.798 2.132 -2.952
C 0.974 -3.953 1.177
C -0.498 -2.930 -1.961
C 0.776 -3.572 -4.277
C 0.333 1.273 2.333
C 0.369 4.034 -0.250
C -2.820 3.036 -1.696
C -3.526 2.016 -2.419
H -2.784 2.550 2.548
H -1.703 3.799 4.381
H 1.299 -3.788 -5.196
H -0.984 -2.646 -1.035
H -4.121 -1.797 -4.389
H -0.276 -5.282 2.300
H -1.323 -3.484 3.618
H 6.819 0.619 2.109
H 2.044 -2.375 0.182
H 0.881 4.826 -0.801
H 1.147 -1.446 -4.341
H -0.724 -1.142 3.226
H -5.459 2.977 -2.902
H -2.408 -1.348 -4.337
H 0.220 -5.617 -3.899
H -1.459 0.952 1.193
H 1.451 -4.739 0.614
H 2.004 1.825 3.565
H 0.680 3.429 4.890
H 0.898 3.090 -0.400
H 0.401 4.311 0.804
H -3.199 -1.982 -2.892
H 3.225 -1.583 2.786
H -4.332 4.629 -1.478
H 3.135 2.041 0.471
H 5.561 2.320 0.832
H 5.633 -1.276 3.159
```



(2)
The following is a DFT calculation (wB97M-V/def2-TZVPD) of a molecular structure, C31H27Cl5N3S5Sr at a distorted geometry.

Output
Frontier orbital gap (spin up / spin down) = 6.93 / 4.76 eV
Electronic energy = -154683.860 eV
Charge = -1
Max |F| = 1.96 eV Å⁻¹
Spin multiplicity = 1
E_LUMO (spin up / spin down) = 2.2 / 1.2 eV
Relative energy (zero: lowest compared OMol25 entry of this formula, charge and spin) = 50.8 kJ/mol

The geometry in XYZ format:
```
72
C31H27Cl5N3S5Sr, DFT wB97M-V/def2-TZVPD
Sr -1.509 -2.246 -0.397
Cl -1.593 -4.123 3.096
Cl -0.304 -6.876 3.818
Cl 0.925 -8.631 1.569
Cl -0.494 -4.955 -2.057
Cl 0.820 -7.661 -1.388
S -3.615 -2.042 -2.416
S 1.080 -1.420 0.829
S -5.677 -1.569 2.865
S -0.423 -0.919 -2.733
S -1.562 0.465 1.134
N 0.181 2.426 1.059
N -3.823 -2.318 1.286
N 2.276 0.852 0.195
C 4.276 0.106 3.852
C 5.399 1.143 1.544
C -0.073 6.568 -0.926
C -2.980 -1.148 -3.735
C -4.641 -3.386 1.435
C 0.193 -7.121 1.185
C 4.255 0.363 1.459
C 3.536 0.142 0.154
C -1.687 -0.707 -3.868
C -0.355 -6.325 2.185
C -5.704 -3.177 2.252
C 0.146 -6.689 -0.134
C -0.653 4.366 -0.137
C -0.193 6.138 -2.236
C -0.008 1.075 0.903
C -1.008 -4.622 0.537
C 5.986 1.391 2.774
C -4.224 -1.306 1.962
C 1.116 0.259 0.621
C -0.520 4.817 -2.497
C 1.525 2.909 1.214
C -4.005 -0.847 -4.805
C 5.434 0.862 3.928
C 3.693 -0.147 2.627
C 2.374 2.287 0.112
C -0.449 -5.465 -0.418
C -0.932 -5.106 1.840
C -0.307 5.688 0.117
C -0.888 3.392 0.989
C -1.232 0.067 -5.081
C -0.748 3.936 -1.456
H 3.324 -0.919 0.001
H 1.927 2.609 2.195
H -4.967 -1.253 -4.502
H -0.224 6.034 1.139
H 3.827 -0.296 4.749
H 0.192 7.594 -0.716
H -1.812 2.828 0.822
H 6.878 1.997 2.831
H 3.421 2.574 0.231
H -6.489 -3.849 2.533
H -3.725 -0.358 2.000
H 4.109 0.523 -0.697
H -3.728 -1.298 -5.760
H 5.899 1.048 4.886
H -0.402 -0.457 -5.557
H -0.024 6.829 -3.050
H -2.016 0.213 -5.818
H -0.970 3.919 1.949
H 2.015 2.635 -0.866
H 5.835 1.560 0.644
H -4.407 -4.301 0.920
H 1.525 3.998 1.142
H -1.002 2.906 -1.662
H 2.791 -0.735 2.563
H -4.115 0.230 -4.947
H -0.863 1.044 -4.766
H -0.612 4.478 -3.518
```



(3)
The following is a DFT calculation (wB97M-V/def2-TZVPD) of a molecular structure, C31H27HfN10O8PS.

Output
Frontier orbital gap = 4.68 eV
Electronic energy = -85289.255 eV
Charge = +2
Max |F| = 0.62 eV Å⁻¹
Spin multiplicity = 1
E_LUMO = -7.3 eV
Relative energy (zero: lowest compared OMol25 entry of this formula, charge and spin) = 96.0 kJ/mol

The geometry in XYZ format:
```
79
C31H27HfN10O8PS, DFT wB97M-V/def2-TZVPD
Hf -0.720 0.833 0.255
S 3.289 4.521 5.729
P 0.514 -2.579 -0.940
O 0.091 0.370 -1.563
O 0.242 5.377 -4.480
O 1.091 1.016 -3.452
O -2.634 0.960 -0.321
O -4.583 -4.017 3.604
O 1.072 3.358 -4.926
O -4.568 -4.866 1.486
O -3.015 -0.655 -1.852
N 0.963 -5.251 -1.556
N -0.871 1.856 2.257
N -0.631 2.839 -0.879
N 2.221 -3.652 -2.897
N 1.727 4.153 5.652
N 1.434 1.413 0.883
N -0.168 -3.948 -3.253
N 3.790 3.888 4.339
N -0.714 4.674 -2.048
N -1.609 -0.948 1.202
C 1.542 3.508 4.510
C 2.219 -5.007 -2.161
C 2.725 3.356 3.756
C 0.440 1.272 -2.462
C 3.859 2.510 1.693
C -0.934 3.157 4.698
C -1.053 4.096 -0.883
C -2.025 2.015 2.914
C 1.514 2.121 2.038
C 0.280 2.326 2.799
C 2.086 -2.504 -1.939
C -0.105 -5.231 -2.556
C 0.437 4.235 -4.176
C -4.311 -4.083 2.403
C -0.617 -2.855 -2.390
C 0.281 2.997 4.020
C -2.870 -0.321 -0.715
C 2.537 1.272 0.145
C -3.568 -2.269 0.785
C -0.059 3.772 -2.839
C -2.092 2.656 4.144
C 2.719 2.662 2.487
C -0.017 2.626 -2.108
C -2.717 -1.254 0.463
C -3.352 -2.964 1.983
C 3.762 1.813 0.509
C -1.790 4.790 0.202
C 0.684 -4.357 -0.428
C -2.260 -2.605 2.780
C -1.405 -1.625 2.355
C 1.053 -3.670 -3.909
H -3.046 2.754 4.642
H -0.941 3.671 5.651
H 1.474 -4.452 0.320
H 1.140 2.475 -4.502
H 2.433 0.696 -0.765
H 1.300 -4.450 -4.629
H -1.058 -5.423 -2.067
H 2.438 -5.756 -2.922
H -2.643 5.331 -0.207
H 3.096 -3.559 -3.414
H -1.147 5.508 0.713
H 4.618 1.679 -0.138
H 3.025 -4.972 -1.428
H -2.117 -3.108 3.727
H -2.161 4.066 0.923
H -2.911 1.611 2.437
H 0.079 -6.022 -3.284
H 2.091 -1.583 -2.529
H 4.796 2.940 2.024
H -0.243 -4.679 0.051
H -0.687 -1.931 -2.966
H -1.622 -3.074 -2.026
H -4.397 -2.551 0.147
H -0.511 -1.366 2.912
H 1.043 -2.695 -4.395
H 2.959 -2.513 -1.284
H -0.892 5.625 -2.351
```



(4)
The following is a DFT calculation (wB97M-V/def2-TZVPD) of a molecular structure, C31H27N4O6PSW.

Output
Frontier orbital gap = 6.83 eV
Electronic energy = -72782.087 eV
Charge = 0
Max |F| = 0.42 eV Å⁻¹
Spin multiplicity = 1
E_LUMO = -1.2 eV
Relative energy (zero: lowest compared OMol25 entry of this formula, charge and spin) = 13.1 kJ/mol

The geometry in XYZ format:
```
71
C31H27N4O6PSW, DFT wB97M-V/def2-TZVPD
W 0.800 0.216 -0.187
S -2.600 1.337 -2.287
P 1.582 -2.117 0.548
O -0.178 1.854 0.293
O -0.851 -0.569 0.986
O -2.001 -2.441 1.340
O 0.819 1.508 3.639
O -1.109 2.915 2.040
O 1.488 0.592 1.708
N 2.274 -0.036 -1.782
N -3.564 -0.556 -0.685
N -1.551 -1.023 -1.624
N -0.240 -0.529 -1.708
C 3.863 -0.829 -3.978
C 3.798 -3.722 1.093
C 4.413 -0.755 -2.638
C 3.652 -0.393 -1.605
C 0.639 -5.003 -2.896
C 0.351 -2.416 1.858
C 1.844 -4.316 -2.869
C 0.728 1.378 2.453
C 3.897 -1.443 1.895
C 3.600 3.878 -3.386
C -2.584 -0.101 -1.487
C 5.725 -2.950 2.303
C 1.251 -3.343 -0.743
C 2.464 2.545 -1.731
C 5.149 -1.694 2.436
C 0.334 -0.657 -2.978
C -0.530 -1.053 -4.126
C 1.663 -0.436 -3.042
C -0.963 -1.797 1.380
C 5.050 -3.962 1.637
C 2.149 -3.488 -1.801
C 2.171 3.706 -1.008
C 3.185 2.639 -2.925
C 3.222 -2.459 1.217
C 2.591 4.938 -1.476
C 3.305 5.026 -2.664
C -0.254 -4.871 -1.843
C 2.542 -0.666 -4.161
C -0.315 2.151 1.590
C 1.975 1.289 -1.215
C 0.047 -4.048 -0.767
H 0.022 -1.012 -5.062
H 2.357 5.833 -0.916
H 3.430 -0.473 2.018
H -0.905 -2.067 -3.983
H 0.260 -3.468 2.119
H -0.664 -3.969 0.046
H -1.389 -0.384 -4.187
H 4.007 -0.278 -0.591
H 5.456 -0.978 -2.459
H 2.550 -4.418 -3.683
H -1.624 -1.816 -0.999
H 3.629 5.991 -3.030
H 0.710 -1.843 2.718
H 4.520 -1.023 -4.813
H 1.604 3.632 -0.091
H -3.322 -1.198 0.064
H 5.497 -4.943 1.541
H 3.415 1.751 -3.496
H 3.275 -4.512 0.569
H 4.154 3.946 -4.314
H -4.345 0.061 -0.547
H 6.704 -3.142 2.724
H 5.672 -0.908 2.963
H 3.089 -2.952 -1.793
H -1.192 -5.412 -1.852
H 2.108 -0.744 -5.148
H 0.397 -5.643 -3.734
```